Record 1
Formula: C3H4N2O3P
Source: OMol25
Level of theory: ωB97M-V/def2-TZVPD

- charge = -1
- relative energy (zero: lowest compared OMol25 entry of this formula, charge and spin) (kJ/mol) = 352.0
- energy (Eh) = -793.3184
- E_HOMO (eV) = -3.88
- gap between HOMO and LUMO (eV) = 7.8
- strongest force on any atom (eV Å⁻¹) = 4.88
- SMILES string = O=PO/C([O-])=N/N1CC1
- multiplicity = 1
- LUMO level (eV) = 3.929

Last column: Mulliken charge in e.
Element x y z (Å)
1 P 4.5051 0.7371 -0.2356  0.30
2 O 4.0324 -0.6731 0.2983  -0.15
3 O 2.3806 -2.0549 -0.5090  -0.68
4 O 5.9671 0.7395 -0.1328  -0.51
5 N 0.5537 -0.4265 1.0720  -0.29
6 N 1.9990 -0.4485 1.1592  -0.54
7 C 0.1120 0.6634 0.2527  -0.11
8 C -0.0354 -0.7171 -0.2955  -0.57
9 C 2.6719 -1.1873 0.3178  0.68
10 H -0.9971 -1.1652 -0.2241  0.23
11 H 0.9996 1.1531 -0.2765  0.14
12 H -0.8051 1.2496 0.6493  0.20
13 H 0.5866 -1.0237 -1.0048  0.30


Record 2
Formula: C3H4N2O5
Source: OMol25
Level of theory: ωB97M-V/def2-TZVPD

- charge = -2
- energy (Eh) = -602.2589
- E_HOMO (eV) = 0.57
- gap between HOMO and LUMO (eV) = 6.1
- strongest force on any atom (eV Å⁻¹) = 4.73
- multiplicity = 1
- LUMO level (eV) = 6.675

Last column: Mulliken charge in e.
Element x y z (Å)
1 O -2.3278 -1.0817 -1.1630  -0.76
2 O -3.4542 -0.7157 0.6341  -0.83
3 O 1.5744 1.6393 -0.7020  -0.77
4 O 0.0757 2.5602 0.5404  -0.66
5 O 2.2652 -0.6915 -0.2501  -0.63
6 N -1.4250 0.1076 0.4833  -0.61
7 N -2.3610 -0.5699 -0.0365  1.03
8 C 0.4043 1.6331 -0.1390  0.65
9 C -0.2270 0.2525 -0.2363  -0.29
10 C 1.2444 -0.9428 0.5722  -0.63
11 H 0.7512 -1.8716 0.4673  0.39
12 H 1.2701 -0.4058 1.5263  0.31
13 H -0.0173 -0.3629 -1.2347  0.35
14 H 2.2268 0.4492 -0.4619  0.44


Record 3
Formula: C3H4N2OS
Source: OMol25
Level of theory: ωB97M-V/def2-TZVPD

- relative energy (zero: lowest compared OMol25 entry of this formula, charge and spin) (kJ/mol) = 388.8
- energy (Eh) = -699.5240
- E_HOMO (alpha / beta) (eV) = -9.24 / -9.24
- gap between HOMO and LUMO (alpha / beta) (eV) = 7.7 / 7.7
- strongest force on any atom (eV Å⁻¹) = 4.33
- multiplicity = 1
- LUMO level (alpha / beta) (eV) = -1.504 / -1.502

Last column: Mulliken charge in e.
Element x y z (Å)
1 S 1.4905 1.0476 0.1578  0.38
2 O -3.0635 1.2544 -0.2729  -0.54
3 N -1.2787 -0.0510 0.3647  -0.28
4 N 2.9937 1.1613 0.0553  -0.50
5 C -2.4812 0.4130 0.3902  0.09
6 C -0.4154 -0.8224 -0.1854  0.22
7 C 0.9462 -0.4807 -0.0899  -0.44
8 H -0.4431 -1.8175 -0.7167  0.29
9 H -2.9973 -0.0939 1.2039  0.28
10 H 3.4796 0.4077 -0.3509  0.25
11 H 1.7692 -1.0185 -0.5561  0.24


Record 4
Formula: C3H4N2OS
Source: OMol25
Level of theory: ωB97M-V/def2-TZVPD

- relative energy (zero: lowest compared OMol25 entry of this formula, charge and spin) (kJ/mol) = 343.9
- energy (Eh) = -699.5411
- E_HOMO (alpha / beta) (eV) = -9.45 / -9.45
- gap between HOMO and LUMO (alpha / beta) (eV) = 8.1 / 8.1
- strongest force on any atom (eV Å⁻¹) = 5.43
- multiplicity = 1
- LUMO level (alpha / beta) (eV) = -1.379 / -1.379

Last column: Mulliken charge in e.
Element x y z (Å)
1 S 0.4743 -1.3423 -2.0905  0.35
2 O 2.2242 -3.1740 -0.3344  -0.53
3 N -0.0535 0.0920 -2.2615  -0.32
4 N 0.4295 -1.7358 -0.5711  -0.37
5 C -0.4627 1.0080 -1.2820  -0.14
6 C -0.0050 0.8519 -0.0203  -0.42
7 C 1.1321 -2.7770 -0.0020  0.16
8 H -0.3022 1.7235 0.5703  0.24
9 H 0.4222 -3.0883 0.7976  0.32
10 H 0.6060 -0.0323 0.3633  0.26
11 H -1.0267 1.7625 -1.6542  0.43


Record 5
Formula: C3H4N2OS
Source: OMol25
Level of theory: ωB97M-V/def2-TZVPD

- relative energy (zero: lowest compared OMol25 entry of this formula, charge and spin) (kJ/mol) = 683.4
- energy (Eh) = -699.4118
- E_HOMO (alpha / beta) (eV) = -6.90 / -6.95
- gap between HOMO and LUMO (alpha / beta) (eV) = 6.9 / 6.8
- strongest force on any atom (eV Å⁻¹) = 4.75
- multiplicity = 1
- LUMO level (alpha / beta) (eV) = -0.038 / -0.133

Last column: Mulliken charge in e.
Element x y z (Å)
1 S 2.1933 0.2258 -0.0460  -0.10
2 O -2.5505 -0.1993 -0.2939  -0.52
3 N -0.3566 0.2155 -0.2243  0.44
4 N -1.6342 0.4283 0.2442  -0.32
5 C 0.6889 1.0389 -0.2707  -0.16
6 C 1.3569 -1.2848 -0.0185  -0.21
7 C 0.0331 -1.1148 -0.1414  -0.46
8 H 0.5998 2.0991 -0.3635  0.41
9 H -2.0601 1.9826 0.4817  0.15
10 H 1.8751 -2.2129 0.1075  0.41
11 H -0.7426 -1.8603 -0.1154  0.38


Record 6
Formula: C3H4N2OS
Source: OMol25
Level of theory: ωB97M-V/def2-TZVPD

- relative energy (zero: lowest compared OMol25 entry of this formula, charge and spin) (kJ/mol) = 184.0
- energy (Eh) = -699.6020
- E_HOMO (eV) = -8.00
- gap between HOMO and LUMO (eV) = 8.8
- strongest force on any atom (eV Å⁻¹) = 3.55
- SMILES string = [H]/N=c1\occn1S
- multiplicity = 1
- LUMO level (eV) = 0.761

Last column: Mulliken charge in e.
Element x y z (Å)
1 S -0.6984 2.1365 0.8868  -0.17
2 O 0.1867 -1.3739 -0.3245  -0.35
3 N -0.1846 -0.7563 1.8725  -0.76
4 N -0.0397 0.7845 0.0701  -0.01
5 C 0.3681 -0.6787 -1.5126  -0.26
6 C -0.0615 -0.5258 0.6237  0.65
7 C 0.1923 0.5932 -1.2905  -0.29
8 H 0.5987 -1.2870 -2.4086  0.37
9 H 0.1843 1.3657 -2.0364  0.38
10 H -0.4920 1.4659 2.0609  0.21
11 H -0.0540 -1.7241 2.0584  0.23


Record 7
Formula: C3H4N2OS
Source: OMol25
Level of theory: ωB97M-V/def2-TZVPD

- relative energy (zero: lowest compared OMol25 entry of this formula, charge and spin) (kJ/mol) = 130.5
- energy (Eh) = -699.6224
- E_HOMO (eV) = -9.39
- gap between HOMO and LUMO (eV) = 8.7
- strongest force on any atom (eV Å⁻¹) = 1.99
- SMILES string = [H]/N=C\N(C=O)C=S
- multiplicity = 1
- LUMO level (eV) = -0.739

Last column: Mulliken charge in e.
Element x y z (Å)
1 S 2.6072 -0.4426 -0.0223  -0.30
2 O -2.4513 -0.3895 -0.0514  -0.48
3 N -0.1163 -0.1861 -0.0823  0.05
4 N 0.6612 2.1541 0.0132  -0.59
5 C -1.3428 -0.8857 0.0305  0.12
6 C -0.2635 1.2883 -0.0658  0.12
7 C 1.0548 -0.9806 -0.0618  0.06
8 H -1.3433 1.5756 -0.0663  0.37
9 H 0.7711 -2.0257 -0.1393  0.20
10 H 1.6273 1.8332 0.1014  0.21
11 H -1.2045 -1.9409 0.3441  0.24


Record 8
Formula: C3H4N2OS
Source: OMol25
Level of theory: ωB97M-V/def2-TZVPD

- relative energy (zero: lowest compared OMol25 entry of this formula, charge and spin) (kJ/mol) = 23.0
- energy (Eh) = -699.6634
- E_HOMO (eV) = -7.54
- gap between HOMO and LUMO (eV) = 7.9
- strongest force on any atom (eV Å⁻¹) = 0.85
- SMILES string = Oc1c[nH]c(=S)[nH]1
- multiplicity = 1
- LUMO level (eV) = 0.331

Last column: Mulliken charge in e.
Element x y z (Å)
1 S 3.0193 -0.5629 -0.0021  -0.40
2 O -1.9935 -1.0736 -0.0026  -0.50
3 N 0.3307 -1.0368 -0.0060  -0.04
4 N 0.8246 1.0535 -0.0017  0.01
5 C -0.5768 0.9672 -0.0005  -0.64
6 C 1.3942 -0.1742 -0.0012  -0.13
7 C -0.8633 -0.3386 0.0025  0.61
8 H -2.7388 -0.4825 -0.0056  0.32
9 H -1.2030 1.8165 -0.0100  0.41
10 H 1.3725 1.8800 0.0069  0.16
11 H 0.4342 -2.0486 0.0203  0.20


Record 9
Formula: C3H4N2OS
Source: OMol25
Level of theory: ωB97M-V/def2-TZVPD

- relative energy (zero: lowest compared OMol25 entry of this formula, charge and spin) (kJ/mol) = 398.5
- energy (Eh) = -699.5204
- E_HOMO (eV) = -8.56
- gap between HOMO and LUMO (eV) = 8.9
- strongest force on any atom (eV Å⁻¹) = 4.64
- multiplicity = 1
- LUMO level (eV) = 0.356

Last column: Mulliken charge in e.
Element x y z (Å)
1 S 2.3673 -1.1331 -0.6014  0.09
2 O 0.7558 2.0741 1.0775  -0.51
3 N 3.3167 1.1441 -0.0131  -0.24
4 N 3.4957 0.0412 -0.4765  -0.07
5 C 1.3179 1.0077 0.5760  0.36
6 C 1.0288 -0.1922 0.1081  0.16
7 C -0.3670 -0.8141 -0.0378  -1.13
8 H -1.1028 -0.0116 0.0193  0.30
9 H -0.4731 -1.4001 -0.9725  0.34
10 H 1.4878 2.7692 1.3717  0.40
11 H -0.4406 -1.5025 0.8244  0.30


Record 10
Formula: C3H4N2OS
Source: OMol25
Level of theory: ωB97M-V/def2-TZVPD

- relative energy (zero: lowest compared OMol25 entry of this formula, charge and spin) (kJ/mol) = 861.2
- energy (Eh) = -699.3441
- E_HOMO (eV) = -8.63
- gap between HOMO and LUMO (eV) = 7.8
- strongest force on any atom (eV Å⁻¹) = 14.86
- SMILES string = C#C/C(=N\S)NO
- multiplicity = 1
- LUMO level (eV) = -0.782

Last column: Mulliken charge in e.
Element x y z (Å)
1 S -2.2623 -1.2751 -0.0413  -0.11
2 O 2.2173 -1.4905 0.2364  -0.34
3 N -0.6441 -1.3470 -0.1035  -0.47
4 N 1.6028 -0.4354 -0.4974  -0.36
5 C -0.1877 0.9744 -0.5106  -0.59
6 C 0.1170 -0.3548 -0.5490  0.85
7 C -0.5224 2.1358 0.2380  -0.12
8 H 1.6008 0.5151 0.3220  0.34
9 H 1.5088 -1.9700 0.6253  0.33
10 H -2.3141 0.1632 -0.4791  0.15
11 H -1.1160 3.0844 0.7591  0.33